Density functional theory data (ωB97M-V/def2-TZVPD) for a single C7H8N2 molecule.

Properties
- energy relative to the best compared isomer or geometry (same formula, charge and spin) (kJ/mol) = 566.31
- E_HOMO (alpha / beta) (eV) = -8.3 / -8.7
- HOMO-LUMO gap (alpha / beta) (eV) = 7.16 / 7.57
- net charge = 0
- LUMO (alpha / beta) (hartree) = -0.041 / -0.043

```
17
Properties=species:S:1:pos:R:3:mulliken_charge:R:1
C 1.54660 1.37587 0.19087 -0.182
C 0.41457 0.68975 0.44705 0.089
C 1.87364 -1.39982 -0.19671 -0.347
C -1.02647 1.06506 0.17039 -0.617
C -1.34803 -0.10356 -0.80570 -0.777
C -0.82455 -1.27375 0.17969 -0.809
C 0.59660 -0.75211 0.46458 0.617
N 2.56056 0.82003 -0.42522 -0.390
N 2.61347 -0.48728 -0.66349 -0.273
H 1.43821 2.49682 0.39168 0.359
H -1.57387 1.04426 1.04562 0.325
H -1.28382 1.94976 -0.33771 0.408
H -2.41670 -0.40531 -0.99651 0.332
H -0.81916 -0.17201 -1.65630 0.390
H -1.50808 -1.29752 1.00249 0.367
H -1.05296 -2.30113 -0.30137 0.319
H 0.81000 -1.24904 1.49064 0.188
```

---

Density functional theory data (ωB97M-V/def2-TZVPD) for a single C7H8N2O molecule.

Properties
- SMILES = C/C(O)=N/C=C\C=C/C#N
- energy relative to the best compared isomer or geometry (same formula, charge and spin) (kJ/mol) = 280.45
- E_HOMO (eV) = -8.4
- HOMO-LUMO gap (eV) = 8.18
- net charge = 0
- LUMO (hartree) = -0.009

```
18
Properties=species:S:1:pos:R:3:mulliken_charge:R:1
C -1.02155 1.26479 -1.03398 0.596
C -1.65534 -1.19127 0.71056 -0.522
C -1.97490 -1.04717 -0.67273 -0.067
C -0.68444 -0.61977 1.44749 -0.291
C -1.56142 0.07502 -1.45172 -0.508
C 1.34347 0.22495 0.42066 0.706
C 2.24914 1.34709 0.23851 -0.892
N -0.45056 2.22087 -0.78229 -0.621
N 0.28363 0.28462 1.03582 -0.442
O 1.84243 -0.92759 -0.13667 -0.506
H -2.15678 -2.01178 1.06659 0.361
H -2.26297 -1.97764 -1.19936 0.328
H -0.50227 -0.84775 2.46790 0.377
H -1.66990 -0.22204 -2.52461 0.268
H 2.24800 1.95149 1.17238 0.293
H 1.50021 2.00998 -0.39576 0.281
H 3.22597 1.14320 -0.20549 0.320
H 1.24729 -1.67700 -0.15731 0.318
```

---

Density functional theory data (ωB97M-V/def2-TZVPD) for a single C7H8N2O molecule.

Properties
- SMILES = CC1=C\C=N/O/N=C/C=C\1
- energy relative to the best compared isomer or geometry (same formula, charge and spin) (kJ/mol) = 744.55
- E_HOMO (eV) = -8.4
- HOMO-LUMO gap (eV) = 9.02
- net charge = 0
- LUMO (hartree) = 0.024

```
18
Properties=species:S:1:pos:R:3:mulliken_charge:R:1
C 0.35388 -2.12137 -0.49431 -0.349
C 0.87166 -0.95037 -0.79188 -0.654
C -0.93481 -2.03490 0.33723 -0.267
C -2.02723 1.41551 -0.66823 -0.249
C 0.10593 0.34326 -0.54035 0.339
C -0.86073 0.83080 -1.33597 -0.245
C 0.38572 0.92143 0.82515 -1.034
N -2.77208 0.75058 0.10965 -0.240
N -1.82408 -1.35177 -0.15149 -0.324
O -2.70330 -0.49662 0.50711 -0.065
H 0.75049 -3.09006 -0.59815 0.431
H 1.80077 -0.90355 -1.30557 0.465
H -0.85258 -2.27685 1.36443 0.469
H -1.98676 2.43934 -0.55922 0.423
H -0.89258 0.58802 -2.37709 0.357
H 0.50193 -0.02205 1.37196 0.267
H -0.49150 1.56061 1.19833 0.345
H 1.21313 1.54790 0.96862 0.330
```

---

Density functional theory data (ωB97M-V/def2-TZVPD) for a single C7H8N2O molecule.

Properties
- SMILES = [H]/N=C(\OC)[C@]12C[C@@]1(C#N)C2
- energy relative to the best compared isomer or geometry (same formula, charge and spin) (kJ/mol) = 444.35
- E_HOMO (eV) = -9.6
- HOMO-LUMO gap (eV) = 10.24
- net charge = 0
- LUMO (hartree) = 0.023

```
18
Properties=species:S:1:pos:R:3:mulliken_charge:R:1
C 2.90520 -1.07654 -0.36059 0.030
C -0.47855 0.18478 -0.55967 0.390
C 1.76258 0.62135 1.37923 -0.396
C 2.20887 1.42222 -0.65575 -0.450
C 2.41202 0.10436 0.11930 0.341
C 1.07779 0.75310 0.05298 0.275
C -2.08158 -1.54129 0.03749 -0.796
N 3.32496 -2.12240 -0.58148 -0.520
N -1.15096 0.81682 -1.38032 -0.609
O -0.71605 -0.92621 0.16532 -0.279
H 1.44045 -0.24384 2.08333 0.247
H 2.43480 1.43499 1.76631 0.196
H 2.74894 2.32499 -0.17508 0.178
H 2.12476 1.34394 -1.78759 0.258
H -2.17193 -2.37981 -0.71850 0.273
H -2.90449 -0.78409 -0.05949 0.368
H -2.24778 -2.08037 1.05342 0.234
H -2.07753 0.45029 -1.58608 0.262
```

---

Density functional theory data (ωB97M-V/def2-TZVPD) for a single C7H8N2O molecule.

Properties
- SMILES = OC1Nc2ccccc2N1
- energy relative to the best compared isomer or geometry (same formula, charge and spin) (kJ/mol) = 30.90
- E_HOMO (eV) = -7.5
- HOMO-LUMO gap (eV) = 8.43
- net charge = 0
- LUMO (hartree) = 0.034

```
18
Properties=species:S:1:pos:R:3:mulliken_charge:R:1
C 1.39322 -0.86324 -1.48896 -0.157
C 0.50681 0.39447 0.16643 0.662
C 0.37574 1.12224 1.31395 -0.646
C -0.89950 1.30316 1.84102 -0.677
C -1.96532 0.72572 1.12777 -0.494
C -1.84264 0.09554 -0.09186 -0.975
C -0.56269 -0.13222 -0.50391 0.719
H 1.30966 -2.25332 -0.04434 0.346
H 1.96488 -0.83708 -2.42417 0.327
H 2.53968 0.14685 -0.03862 0.273
H 1.21439 1.58627 1.90488 0.246
H -1.03131 1.82811 2.73892 0.450
H -2.94731 0.88837 1.50599 0.344
H -2.72002 -0.17803 -0.65985 0.363
H -0.73217 -1.16798 -2.25401 0.215
N 1.66068 0.19912 -0.56265 -0.279
N -0.04317 -0.75334 -1.60223 -0.164
O 1.77905 -2.10465 -0.92838 -0.554
```

---

Density functional theory data (ωB97M-V/def2-TZVPD) for 2 unconnected molecules or ions with the total composition C7H8N2O2S.

Properties
- energy relative to the best compared isomer or geometry (same formula, charge and spin) (kJ/mol) = 362.40
- E_HOMO (alpha / beta) (eV) = -7.9 / -8.9
- HOMO-LUMO gap (alpha / beta) (eV) = 6.12 / 7.38
- net charge = 0
- LUMO (alpha / beta) (hartree) = -0.066 / -0.057

```
20
Properties=species:S:1:pos:R:3:mulliken_charge:R:1
C 3.05975 -0.81524 -0.80319 -0.144
C 1.07736 -0.08914 -0.19140 1.379
C 1.56476 0.53847 -1.35795 0.542
C -0.44369 1.42875 -0.83041 -0.088
C -0.14003 0.39024 0.22476 -0.625
C -1.33638 -1.23351 1.75342 -1.198
C -1.02429 0.20517 1.45457 -0.570
N 2.75583 0.08855 -1.69652 -0.589
N 0.64012 1.44174 -1.66927 -0.009
O -1.28451 2.31839 -0.82058 -0.620
O 2.08128 -0.97538 0.19077 -0.455
S -1.92691 -0.93824 -1.38631 -0.257
H 4.05019 -1.26446 -0.77556 0.422
H -0.52136 -1.83574 1.47465 0.366
H -2.26535 -1.40354 1.29653 0.377
H -1.53533 -1.35496 2.81531 0.369
H -0.45981 0.70838 2.26104 0.426
H -1.99048 0.75869 1.44878 0.265
H 0.55465 1.96010 -2.55048 0.252
H -2.85580 0.07174 -0.83816 0.158
```

---

Copy entry 1 word for word.
Density functional theory data (ωB97M-V/def2-TZVPD) for a single C7H8N2 molecule.

Properties
- energy relative to the best compared isomer or geometry (same formula, charge and spin) (kJ/mol) = 566.31
- E_HOMO (alpha / beta) (eV) = -8.3 / -8.7
- HOMO-LUMO gap (alpha / beta) (eV) = 7.16 / 7.57
- net charge = 0
- LUMO (alpha / beta) (hartree) = -0.041 / -0.043

```
17
Properties=species:S:1:pos:R:3:mulliken_charge:R:1
C 1.54660 1.37587 0.19087 -0.182
C 0.41457 0.68975 0.44705 0.089
C 1.87364 -1.39982 -0.19671 -0.347
C -1.02647 1.06506 0.17039 -0.617
C -1.34803 -0.10356 -0.80570 -0.777
C -0.82455 -1.27375 0.17969 -0.809
C 0.59660 -0.75211 0.46458 0.617
N 2.56056 0.82003 -0.42522 -0.390
N 2.61347 -0.48728 -0.66349 -0.273
H 1.43821 2.49682 0.39168 0.359
H -1.57387 1.04426 1.04562 0.325
H -1.28382 1.94976 -0.33771 0.408
H -2.41670 -0.40531 -0.99651 0.332
H -0.81916 -0.17201 -1.65630 0.390
H -1.50808 -1.29752 1.00249 0.367
H -1.05296 -2.30113 -0.30137 0.319
H 0.81000 -1.24904 1.49064 0.188
```

---

Which of these has the highest energy relative to the best compared isomer or geometry (same formula, charge and spin)?
number 3

---

Repeat the third record exactly.
Density functional theory data (ωB97M-V/def2-TZVPD) for a single C7H8N2O molecule.

Properties
- SMILES = CC1=C\C=N/O/N=C/C=C\1
- energy relative to the best compared isomer or geometry (same formula, charge and spin) (kJ/mol) = 744.55
- E_HOMO (eV) = -8.4
- HOMO-LUMO gap (eV) = 9.02
- net charge = 0
- LUMO (hartree) = 0.024

```
18
Properties=species:S:1:pos:R:3:mulliken_charge:R:1
C 0.35388 -2.12137 -0.49431 -0.349
C 0.87166 -0.95037 -0.79188 -0.654
C -0.93481 -2.03490 0.33723 -0.267
C -2.02723 1.41551 -0.66823 -0.249
C 0.10593 0.34326 -0.54035 0.339
C -0.86073 0.83080 -1.33597 -0.245
C 0.38572 0.92143 0.82515 -1.034
N -2.77208 0.75058 0.10965 -0.240
N -1.82408 -1.35177 -0.15149 -0.324
O -2.70330 -0.49662 0.50711 -0.065
H 0.75049 -3.09006 -0.59815 0.431
H 1.80077 -0.90355 -1.30557 0.465
H -0.85258 -2.27685 1.36443 0.469
H -1.98676 2.43934 -0.55922 0.423
H -0.89258 0.58802 -2.37709 0.357
H 0.50193 -0.02205 1.37196 0.267
H -0.49150 1.56061 1.19833 0.345
H 1.21313 1.54790 0.96862 0.330
```

---

Number 5 is which compound?
C7H8N2O